[1]
Computed, not measured: 2 unconnected molecules or ions with the total composition C9H14 at a distorted geometry, with wB97M-V/def2-TZVPD.

Results
Relative energy (zero: lowest compared OMol25 entry of this formula, charge and spin)   3.0773 eV
E   -351.2171 Eh
SMILES string   Cc1ccccc1.CC

```
23
Properties=species:S:1:pos:R:3:forces:R:3
C -0.10357 1.35229 -0.84801 -0.218 -1.661 -1.126
C -1.45897 1.47429 -2.84739 -0.995 0.550 -0.875
C 1.64942 -3.10029 1.48623 -7.621 0.859 -2.006
C -2.40632 1.78665 -0.57269 -0.581 -1.386 1.321
C -0.25871 1.20343 -2.24962 0.710 -0.166 0.593
C -1.18489 1.42699 -0.00745 0.513 2.195 -0.559
C -2.61173 1.80646 -1.94657 1.751 -0.919 -0.732
C 0.93214 -2.59071 2.70017 2.051 2.508 1.623
C 1.22181 1.46546 -0.28767 4.480 -5.425 -0.342
H 2.47839 -3.45981 1.76291 6.942 -2.293 1.334
H 0.62270 0.83866 -2.84317 -0.901 0.833 0.571
H 0.88099 -3.31861 3.51439 -1.042 -0.257 -0.490
H 1.04717 -3.96802 1.14320 0.342 0.238 -0.138
H 1.30661 2.39944 0.02169 0.602 4.231 2.108
H 1.51134 0.70109 0.56723 -0.957 1.638 -1.389
H -3.64327 1.87542 -2.22329 -0.163 0.430 -0.894
H 1.57106 -2.39619 0.66449 0.801 0.165 0.013
H -1.27490 1.48579 -4.04043 -1.793 -0.024 2.837
H -3.12795 1.85006 0.29822 -0.187 0.411 -2.018
H 2.18211 1.37069 -0.98417 -2.362 -0.074 0.758
H 0.05631 -2.01180 2.37652 -0.128 -0.554 0.861
H -1.04764 1.66523 1.05277 0.108 -0.656 -0.237
H 1.65790 -1.85651 3.26262 -1.351 -0.643 -1.215
```
Positions in Å, forces in eV/Å.

---

[2]
Computed, not measured: 2 unconnected molecules or ions with the total composition C9H14 at a distorted geometry, with wB97M-V/def2-TZVPD.

Results
Relative energy (zero: lowest compared OMol25 entry of this formula, charge and spin)   2.1099 eV
E   -351.2527 Eh
SMILES string   Cc1ccccc1.CC

```
23
Properties=species:S:1:pos:R:3:forces:R:3
C 1.87592 -0.82259 -1.98104 0.027 1.379 -1.037
C 0.07060 -2.12642 -1.07538 3.173 1.601 -0.058
C 0.78595 -1.64161 -2.22766 -0.734 -0.035 3.660
C -1.93546 2.37286 0.54715 2.155 0.126 1.798
C 1.59281 0.00938 1.66248 0.925 2.593 0.591
C 0.46786 -1.78382 0.24638 -2.157 -0.753 -0.900
C 1.46753 -0.90773 0.49277 1.294 1.871 -1.792
C 2.18687 -0.47825 -0.63674 -3.117 -3.039 -2.259
C -2.60273 1.01166 0.53936 -1.787 -1.808 -2.024
H 2.30774 -0.24461 -2.92909 -0.323 -1.471 2.461
H -2.62347 0.33407 1.43647 0.660 1.168 -0.471
H 0.38593 -1.80542 -3.17603 -0.387 -0.352 -1.457
H -0.17234 -2.02968 1.08496 -0.196 -0.381 -0.106
H 1.92456 -0.38033 2.63891 -0.241 -0.009 -0.452
H -1.25939 2.37257 1.43192 -0.407 0.193 -0.158
H -1.17123 2.70216 -0.21297 -1.382 -0.856 -0.031
H -2.16962 0.40402 -0.30095 -0.362 0.261 0.830
H -2.62839 3.16029 0.74650 -0.446 0.636 -0.141
H 3.06687 -0.06467 -0.52509 4.076 3.019 0.881
H 2.26476 0.93442 1.37930 -0.616 -2.117 0.542
H -0.77871 -2.68877 -1.20993 -1.808 -1.324 -0.266
H 0.66970 0.61701 1.78680 0.041 -0.957 0.192
H -3.72576 1.05549 0.28186 1.612 0.255 0.197
```
Positions in Å, forces in eV/Å.